Molecular formula: C56H154N14O14
Method: DFT, ωB97M-V with the def2-TZVPD basis set

relative energy (zero: lowest compared OMol25 entry of this formula, charge and spin) = 56.42 kcal per mole
max |F| = 3.152 eV/A
HOMO-LUMO gap = 8.5 eV

Structure (XYZ):
```
238
Properties=species:S:1:pos:R:3:forces:R:3:lowdin_charge:R:1
C 11.650 14.038 14.473 -0.48 0.41 0.02 -0.060
C 13.091 13.670 14.736 0.28 0.19 0.09 -0.424
C 13.163 13.090 16.128 -0.06 -1.89 -0.13 -0.224
O 14.499 13.081 16.570 0.29 0.48 0.40 -0.216
C 14.644 12.454 17.835 0.00 -0.08 -0.79 -0.102
N 13.612 12.757 13.703 0.03 0.59 -0.15 0.058
H 11.077 13.123 14.655 -0.44 0.22 -0.10 0.086
H 11.459 14.396 13.448 0.22 -0.27 0.29 0.086
H 11.338 14.848 15.174 0.15 -0.74 -0.48 0.072
H 13.649 14.626 14.780 0.30 -0.44 -0.32 0.129
H 12.801 12.022 16.081 0.19 0.63 -0.08 0.146
H 12.499 13.562 16.840 -0.06 0.70 0.27 0.105
H 14.034 12.927 18.605 -0.29 -0.09 0.01 0.087
H 15.674 12.529 18.136 0.55 0.17 0.03 0.076
H 14.425 11.397 17.693 -0.30 -0.23 0.44 0.093
H 12.894 12.234 13.256 -1.05 0.03 -0.38 0.068
H 14.252 12.019 13.961 0.55 0.28 0.78 0.040
C 22.993 10.496 23.862 -0.22 -0.13 0.75 -0.064
C 23.188 10.671 22.386 0.03 -0.26 -0.59 -0.433
C 21.961 10.230 21.611 -0.35 -1.47 -0.43 -0.237
O 20.877 10.993 22.005 -1.92 0.77 0.45 -0.212
C 19.737 10.878 21.131 1.83 1.36 -0.35 -0.067
N 23.423 12.072 22.092 0.96 0.26 -0.52 0.061
H 22.156 11.152 24.109 -0.12 -0.26 0.50 0.072
H 23.862 10.826 24.431 0.06 0.09 -0.13 0.080
H 22.787 9.449 24.167 -0.09 0.59 -0.33 0.092
H 24.057 10.075 22.090 -0.07 0.06 -0.34 0.139
H 21.685 9.152 21.738 0.52 0.37 -0.02 0.139
H 22.084 10.417 20.546 0.52 -0.20 -0.41 0.112
H 19.275 9.919 21.166 -0.52 -0.81 0.37 0.064
H 20.112 11.022 20.104 -0.23 -0.03 0.01 0.091
H 19.062 11.713 21.343 -0.05 -0.41 0.26 0.071
H 22.674 12.614 22.459 -0.67 0.53 0.50 0.040
H 23.376 12.279 21.091 0.14 -0.27 0.15 0.064
C 22.695 11.456 16.503 -1.08 -0.49 -0.15 -0.040
C 23.444 11.782 15.227 0.38 -0.40 0.16 -0.419
C 22.664 11.423 13.966 -0.09 0.55 -0.39 -0.219
O 22.357 10.046 13.806 -0.30 0.02 0.55 -0.187
C 21.359 9.845 12.815 0.62 0.07 0.23 -0.109
N 23.919 13.164 15.096 -0.26 0.15 -0.05 0.057
H 22.039 10.614 16.215 0.07 0.18 0.64 0.076
H 22.074 12.276 16.869 -0.19 0.16 -0.37 0.064
H 23.289 11.178 17.369 0.45 -0.15 -0.15 0.060
H 24.308 11.112 15.193 0.26 0.19 0.04 0.138
H 23.297 11.712 13.127 -0.04 0.30 -0.18 0.121
H 21.762 12.048 13.961 -0.13 -0.13 -0.19 0.107
H 20.436 10.350 13.103 -0.20 -0.07 -0.03 0.062
H 21.208 8.769 12.707 -0.05 0.17 0.08 0.091
H 21.691 10.255 11.860 0.01 0.05 -0.21 0.088
H 23.351 13.870 15.582 -0.22 -0.75 -0.40 0.033
H 24.817 13.205 15.524 0.77 0.21 0.21 0.043
C 25.844 11.278 19.356 0.64 1.42 -0.68 -0.041
C 26.353 12.689 19.715 -0.25 0.48 -0.22 -0.443
C 25.598 13.778 18.947 -0.54 -1.10 -0.66 -0.206
O 24.191 13.621 19.180 0.79 0.47 -0.32 -0.188
C 23.444 14.656 18.565 0.04 -0.60 -0.62 -0.099
N 26.291 12.907 21.137 0.83 -0.69 0.00 0.052
H 25.874 11.291 18.264 -0.36 -0.60 -0.06 0.072
H 24.832 11.133 19.720 -0.03 -0.12 -0.05 0.054
H 26.524 10.521 19.719 0.05 -0.20 0.23 0.073
H 27.376 12.860 19.312 -0.13 -0.58 0.62 0.139
H 25.947 13.629 17.893 -0.97 0.20 0.10 0.122
H 25.879 14.799 19.199 0.29 0.12 0.41 0.114
H 23.830 15.662 18.698 0.15 0.02 0.44 0.049
H 22.419 14.577 18.896 -0.25 0.10 0.36 0.070
H 23.416 14.497 17.486 0.08 0.01 -0.18 0.053
H 25.359 12.753 21.488 -0.32 -0.02 0.24 0.021
H 26.535 13.859 21.276 0.15 0.88 0.65 0.054
C 14.813 14.763 10.240 -0.23 -0.30 -0.07 -0.070
C 15.690 15.259 11.367 0.87 -0.58 -0.36 -0.409
C 15.030 16.397 12.098 -1.45 -0.33 0.20 -0.255
O 15.913 16.946 12.984 2.33 -0.18 0.49 -0.192
C 15.418 17.902 13.855 -0.73 0.18 -0.23 -0.104
N 16.010 14.111 12.271 -0.12 0.96 -0.43 0.045
H 15.129 13.765 9.919 -0.04 0.14 0.11 0.082
H 14.890 15.418 9.380 -0.13 0.18 -0.15 0.074
H 13.764 14.712 10.554 0.07 -0.08 -0.07 0.079
H 16.626 15.632 10.910 -0.18 -0.20 0.41 0.143
H 14.215 15.928 12.662 -0.47 -0.06 0.11 0.119
H 14.548 17.185 11.491 0.33 -0.22 -0.38 0.137
H 14.868 18.620 13.244 -0.34 0.42 0.27 0.089
H 16.250 18.431 14.320 -0.08 -0.24 0.18 0.087
H 14.735 17.435 14.588 0.25 0.36 0.01 0.075
H 15.138 13.632 12.495 -0.20 0.10 -0.04 0.027
H 16.332 14.473 13.167 0.13 0.13 -0.12 0.046
C 15.621 11.434 21.105 -0.41 -0.66 0.74 -0.055
C 15.513 10.687 22.506 1.09 0.35 -0.88 -0.381
C 16.080 9.234 22.428 -0.05 0.26 -1.05 -0.212
O 15.915 8.497 23.616 0.36 0.75 0.99 -0.191
C 16.574 7.249 23.599 -0.06 -0.33 0.06 -0.113
N 16.297 11.483 23.450 0.57 -0.92 0.34 0.041
H 15.300 12.486 21.158 0.52 -0.14 0.53 0.063
H 14.912 11.056 20.375 -0.04 -0.64 -0.10 0.055
H 16.629 11.338 20.700 0.01 0.21 0.05 0.063
H 14.452 10.635 22.725 -0.34 -0.16 0.39 0.122
H 17.150 9.222 22.120 -0.40 0.36 0.27 0.115
H 15.537 8.715 21.618 0.01 0.08 0.02 0.126
H 17.660 7.276 23.396 -0.32 0.45 -0.08 0.091
H 16.082 6.685 22.819 0.11 -0.73 -0.32 0.078
H 16.463 6.708 24.559 -0.27 0.64 -0.41 0.095
H 16.490 11.035 24.356 -0.46 0.28 -0.74 0.087
H 15.951 12.415 23.564 -0.36 0.33 0.20 0.038
C 21.471 16.612 23.292 -0.42 0.14 -0.87 -0.041
C 21.168 15.176 23.684 1.48 1.81 2.12 -0.495
C 20.217 15.146 24.851 -0.59 -0.88 1.06 -0.208
O 20.602 15.990 25.929 1.02 0.03 -1.16 -0.188
C 19.916 15.750 27.111 -0.38 -1.66 -0.26 -0.125
N 20.731 14.409 22.605 -0.27 -0.06 -1.66 0.082
H 21.816 17.222 24.120 -0.17 -0.09 0.21 0.078
H 20.547 17.046 22.873 0.25 0.19 0.11 0.079
H 22.246 16.654 22.521 -0.12 -0.12 -0.05 0.075
H 22.101 14.826 24.094 0.65 -0.68 -0.04 0.137
H 20.169 14.080 25.221 -0.11 0.76 -0.23 0.136
H 19.230 15.411 24.470 -0.44 0.16 0.11 0.116
H 18.898 16.080 26.975 -0.63 0.34 0.43 0.078
H 20.417 16.240 27.937 -0.01 0.13 0.04 0.087
H 19.862 14.638 27.282 0.13 0.82 0.24 0.097
H 20.420 13.492 22.865 -0.30 -0.46 -0.02 0.069
H 20.011 14.931 22.109 -0.08 -0.51 -0.02 0.053
C 14.065 16.846 18.020 0.89 1.36 -0.88 -0.040
C 13.133 17.547 17.050 -0.26 -0.04 -1.51 -0.424
C 11.701 17.293 17.477 -0.52 0.32 0.76 -0.200
O 11.383 15.928 17.250 0.61 0.04 -0.46 -0.218
C 10.136 15.428 17.630 -0.88 -0.24 -0.58 -0.119
N 13.480 18.983 16.792 0.57 -2.09 1.18 0.070
H 13.907 15.790 17.949 -0.24 -0.62 0.46 0.069
H 13.966 17.289 19.000 -0.36 -0.29 0.66 0.067
H 15.104 17.041 17.761 0.16 -0.07 -0.27 0.065
H 13.162 17.026 16.087 0.42 0.05 -0.10 0.115
H 11.058 17.985 16.925 -0.35 -0.20 -0.03 0.126
H 11.628 17.514 18.554 -0.31 0.07 -0.05 0.130
H 9.934 15.531 18.675 -0.06 0.45 0.91 0.077
H 10.096 14.354 17.449 0.46 -0.06 -0.19 0.082
H 9.270 15.816 17.059 0.48 0.35 0.13 0.099
H 12.876 19.474 16.163 -0.55 0.02 -0.11 0.064
H 13.479 19.388 17.710 0.00 0.93 0.16 0.056
C 18.361 23.196 21.060 -1.61 0.15 0.25 -0.044
C 17.098 22.540 21.712 1.73 -1.37 -0.92 -0.420
C 16.921 21.098 21.152 0.37 -0.26 0.96 -0.256
O 16.946 21.074 19.781 -0.02 0.52 -1.67 -0.186
C 16.615 19.836 19.198 0.08 -0.10 0.32 -0.104
N 17.208 22.459 23.148 -1.39 1.02 0.06 0.034
H 19.222 22.535 21.075 -0.02 -0.30 -0.28 0.072
H 18.661 24.097 21.594 -0.25 0.08 0.06 0.070
H 18.028 23.471 20.049 0.72 -0.18 0.12 0.077
H 16.198 23.051 21.427 -0.34 0.74 0.08 0.128
H 15.951 20.661 21.509 0.63 0.20 0.11 0.122
H 17.787 20.489 21.516 -0.59 0.11 0.22 0.133
H 15.620 19.534 19.543 -0.09 -0.13 -0.24 0.075
H 17.322 19.047 19.456 0.19 -0.14 0.34 0.070
H 16.662 19.920 18.117 -0.29 0.29 -0.11 0.083
H 16.346 22.042 23.478 0.15 -0.06 0.47 0.069
H 17.975 21.910 23.454 0.76 -0.62 0.15 0.059
C 18.753 12.337 14.463 -0.36 -0.38 -0.33 -0.040
C 17.702 11.221 14.312 0.57 -0.08 0.53 -0.424
C 17.637 10.284 15.539 1.26 0.54 0.00 -0.173
O 18.881 9.659 15.863 -0.57 1.40 0.90 -0.202
C 19.285 8.559 15.118 0.01 0.31 -0.46 -0.119
N 16.375 11.721 14.062 -0.53 -0.13 0.94 0.043
H 19.726 11.863 14.621 0.02 0.36 -0.04 0.051
H 18.517 12.954 15.349 0.11 -0.13 -0.38 0.070
H 18.741 12.951 13.525 0.18 -0.37 0.85 0.087
H 17.945 10.604 13.453 0.33 -0.19 -0.26 0.124
H 16.862 9.579 15.360 -0.77 -0.96 -0.19 0.108
H 17.378 10.825 16.452 -0.09 0.28 -0.13 0.123
H 18.888 7.640 15.565 0.09 -0.11 -0.29 0.089
H 20.386 8.597 15.169 -0.42 -0.45 -0.33 0.090
H 18.915 8.715 14.090 0.40 -0.67 0.08 0.083
H 16.126 12.301 14.866 -0.21 0.10 -0.30 0.064
H 16.369 12.298 13.237 0.10 0.21 -0.24 0.027
C 21.037 15.409 13.349 1.37 0.06 0.42 -0.048
C 21.160 16.066 14.719 -0.76 -0.08 -0.17 -0.406
C 20.013 17.052 14.887 -0.66 1.31 -0.02 -0.172
O 20.169 17.806 16.083 0.71 -0.17 0.95 -0.216
C 19.264 18.848 16.330 0.09 0.22 -0.61 -0.108
N 21.168 15.058 15.799 1.03 0.56 -0.45 0.095
H 20.916 16.109 12.523 -0.31 0.14 0.16 0.080
H 20.233 14.715 13.422 -0.56 -0.76 -0.50 0.046
H 22.015 14.924 13.183 -0.65 -0.37 -0.08 0.082
H 22.133 16.539 14.688 0.15 0.58 0.52 0.132
H 19.047 16.520 14.960 0.38 -0.04 -0.28 0.107
H 19.922 17.803 14.067 0.24 -0.64 0.05 0.139
H 19.423 19.701 15.670 -0.22 -0.11 -0.72 0.093
H 19.439 19.310 17.282 0.32 -0.36 0.91 0.072
H 18.230 18.515 16.315 -0.27 -0.03 -0.25 0.066
H 20.242 14.717 15.985 -0.50 -0.06 0.01 0.045
H 21.477 15.531 16.644 -0.06 -0.13 0.05 0.039
C 21.730 18.214 19.609 -0.22 -0.20 -0.03 -0.069
C 22.909 18.502 18.743 1.15 1.06 -1.05 -0.416
C 24.293 18.412 19.442 -0.58 -0.91 -0.42 -0.227
O 24.444 19.476 20.325 0.27 0.72 0.27 -0.177
C 25.684 19.445 20.986 0.12 -0.43 1.24 -0.118
N 23.031 17.681 17.511 -0.12 0.15 1.47 0.064
H 21.942 18.734 20.535 -0.27 0.10 0.39 0.084
H 21.714 17.148 19.801 -0.42 -0.33 0.14 0.063
H 20.775 18.613 19.184 0.73 -0.61 0.28 0.089
H 22.740 19.578 18.510 0.67 -0.26 -0.19 0.141
H 25.041 18.435 18.615 -0.04 0.11 0.55 0.125
H 24.444 17.447 20.001 -0.30 0.49 -0.52 0.132
H 26.515 19.297 20.312 0.25 -0.21 -0.42 0.080
H 25.712 18.662 21.781 -0.07 0.06 -0.63 0.098
H 25.896 20.360 21.537 -0.49 0.32 -0.29 0.085
H 23.860 17.985 17.001 -0.75 -0.07 -0.31 0.080
H 22.155 17.700 17.010 0.12 0.24 -0.62 0.038
C 19.601 14.289 19.372 0.15 0.04 -1.02 -0.044
C 19.273 15.744 19.031 0.72 -0.64 -1.65 -0.432
C 18.088 15.935 18.073 0.54 -0.49 0.54 -0.212
O 18.255 15.133 16.943 -1.58 -0.31 -1.36 -0.210
C 17.125 15.323 16.027 1.94 -0.15 -0.68 -0.061
N 19.022 16.593 20.126 0.19 1.48 1.69 0.071
H 20.472 14.204 19.991 0.63 0.29 0.37 0.047
H 19.837 13.787 18.439 0.03 -0.30 -0.21 0.072
H 18.871 13.681 19.865 -1.09 -0.04 0.33 0.056
H 20.172 16.064 18.457 -0.45 0.32 0.50 0.123
H 17.966 16.978 17.731 0.10 -0.20 0.66 0.103
H 17.236 15.608 18.676 -0.67 0.15 -0.19 0.120
H 16.229 14.797 16.321 -0.29 -0.10 0.40 0.070
H 17.458 14.936 15.035 -0.24 0.10 0.73 0.075
H 16.958 16.395 15.868 -0.22 -0.08 0.25 0.069
H 18.533 16.168 20.907 -0.22 -0.20 -0.13 0.035
H 19.863 17.007 20.512 -0.12 -0.07 -0.13 0.035
C 15.989 17.595 21.897 0.05 -0.71 0.63 -0.055
C 15.846 16.287 22.746 1.89 0.77 -1.86 -0.384
C 14.425 15.868 22.766 -1.62 0.69 1.10 -0.244
O 14.260 14.802 23.651 0.55 -0.84 0.70 -0.197
C 12.918 14.554 23.980 0.14 -1.09 0.47 -0.110
N 16.846 15.288 22.278 -0.13 0.23 0.95 0.059
H 15.302 18.338 22.261 -0.43 0.37 0.28 0.062
H 15.712 17.415 20.862 0.17 -0.17 -0.25 0.055
H 16.984 18.052 21.938 -0.09 -0.46 -0.04 0.070
H 16.203 16.468 23.737 -0.20 0.43 0.87 0.131
H 14.014 15.663 21.788 0.08 -0.47 -0.79 0.123
H 13.746 16.676 23.148 0.76 0.02 -0.25 0.136
H 12.432 15.428 24.368 -0.33 0.86 -0.01 0.072
H 12.828 13.811 24.822 0.43 0.40 -1.16 0.109
H 12.432 14.216 23.066 -0.59 -0.23 0.13 0.087
H 16.956 14.554 22.984 -0.12 0.17 -0.68 0.068
H 16.710 14.900 21.360 -0.42 -0.19 -0.16 0.058
```
Positions in Å, forces in eV/Å.